# 1
13
Properties=species:S:1:pos:R:3 method="wB97M-V/def2-TZVPD" de_lowest_kj_mol=127.3 total_charge=+1
C -0.0967 -1.6651 1.0815
C -0.5869 -1.4759 2.3887
C 0.2385 1.9529 -1.3988
N 0.2526 -1.6561 -0.0401
Si 0.6825 0.2781 -1.9784
H -0.3081 -2.1638 3.1731
H -0.3369 -0.4239 2.6328
H -1.6786 -1.3902 2.3615
H -0.5649 2.4487 -2.0112
H -0.3574 1.9122 -0.3941
H 1.0088 2.7531 -1.2774
H 1.9512 -0.2411 -1.6242
H -0.2043 -0.3288 -2.9136

=====

# 2
24
Properties=species:S:1:pos:R:3 method="wB97M-V/def2-TZVPD" de_lowest_kj_mol=171.1 total_charge=0 multiplicity=2
Re 1.0894 1.0995 -0.4386
Se 4.6517 4.3737 1.3520
Sb 3.7595 3.6260 -0.7052
Se 3.3633 1.0289 -0.6816
Se 1.1294 3.3705 -0.4943
Se 4.4093 4.3948 -2.8424
C -1.4871 -2.0292 1.4894
C -1.2216 -1.3978 0.1245
O -2.1729 -1.7566 -0.8676
P -1.4128 0.4293 0.1711
O -2.9527 0.7094 0.3891
O -0.8044 1.0814 1.4740
O -0.8691 1.1189 -1.0696
P 0.5601 -1.7089 -0.3288
O 0.6831 -1.0735 -1.8132
O 0.9640 -3.1130 -0.2640
O 1.2149 -0.6395 0.5836
H -2.4602 -1.7247 1.8773
H -0.7074 -1.7636 2.2030
H -1.4728 -3.1139 1.3779
H -2.1703 -2.7183 -0.9651
H -3.5213 0.4306 -0.3314
H -1.3571 1.1144 2.2582
H 0.7852 -1.7384 -2.4984

=====

# 3
150
Properties=species:S:1:pos:R:3 method="wB97M-V/def2-TZVPD" de_lowest_kj_mol=79.9 total_charge=0
C 1.2734 -2.5111 -1.3672
O 2.1792 -3.1044 -2.2992
H 1.1978 -1.4487 -1.5989
H 0.2551 -2.8822 -1.4832
H 1.6371 -2.6168 -0.3452
H 2.0959 -4.0549 -2.1932
C 4.7115 -1.1936 -0.8705
O 4.4935 -1.5785 -2.2544
H 3.9993 -0.4244 -0.5719
H 4.7694 -2.0559 -0.2063
H 5.7060 -0.7720 -0.7240
H 3.6802 -2.0884 -2.2430
C 0.7826 0.0276 6.3871
O 0.9125 1.1543 7.3183
H -0.2212 -0.0670 5.9731
H 1.3998 0.1799 5.5017
H 1.0350 -0.9097 6.8829
H 0.5996 0.8633 8.1780
C -4.3111 -5.0542 1.2360
O -3.6471 -4.3681 2.3296
H -5.1887 -4.4303 1.0665
H -3.6542 -5.0311 0.3664
H -4.5844 -6.0708 1.5188
H -2.7736 -4.7556 2.4222
C -2.5414 -5.8249 5.1392
O -1.5510 -4.8654 5.0348
H -3.5192 -5.6545 4.6887
H -2.1658 -6.7624 4.7292
H -2.7612 -5.9548 6.1989
H -1.1621 -4.8341 4.1576
C 5.4479 2.6487 -2.2357
O 5.3257 3.7156 -3.2201
H 4.5153 2.0869 -2.1822
H 6.2701 1.9627 -2.4392
H 5.7439 3.1207 -1.2988
H 5.0095 3.2619 -4.0049
C -0.5057 -4.3395 1.2711
O -0.9972 -5.3092 2.1728
H -1.0744 -4.3189 0.3415
H -0.6966 -3.3741 1.7398
H 0.5113 -4.4131 0.8860
H -0.8556 -6.1789 1.7919
C 2.6943 4.4035 0.2576
O 2.2159 3.0472 0.2563
H 3.5930 4.4404 0.8733
H 2.9891 4.6610 -0.7597
H 1.9828 5.1483 0.6141
H 1.7703 3.0035 -0.5929
C -2.4481 -1.8932 6.9875
O -1.8542 -3.1532 7.2456
H -3.5132 -1.9281 6.7585
H -2.2298 -1.1568 7.7609
H -1.9466 -1.5467 6.0838
H -1.8457 -3.6121 6.4024
C 1.5834 2.7044 -3.1980
O 0.6827 2.9794 -2.1473
H 2.2976 3.4877 -3.4519
H 2.1098 1.7873 -2.9334
H 1.0189 2.5328 -4.1145
H 0.0964 3.6642 -2.4772
C -2.7378 1.8002 -3.2107
O -1.5898 1.3250 -3.8659
H -2.7018 1.3409 -2.2228
H -2.7117 2.8797 -3.0622
H -3.5733 1.4439 -3.8133
H -1.7555 0.3942 -4.0327
C -1.1563 -1.9686 -4.1916
O -2.0682 -1.1603 -4.9103
H -1.1012 -1.7138 -3.1332
H -1.4444 -3.0199 -4.1970
H -0.1948 -1.8831 -4.6978
H -2.3724 -1.6865 -5.6534
C -5.1288 1.2797 0.4637
O -5.0376 2.2784 1.4396
H -5.6826 0.4071 0.8100
H -5.5996 1.7241 -0.4132
H -4.1352 0.9932 0.1188
H -5.9250 2.5832 1.6427
C 4.9649 2.0307 1.5549
O 3.7384 1.3723 1.7990
H 4.8394 2.5581 0.6093
H 5.2501 2.6822 2.3809
H 5.7301 1.2751 1.3771
H 3.0365 1.7883 1.2931
C 0.5237 2.0840 3.4041
O -0.3357 1.0466 3.0196
H 1.5007 1.6006 3.4031
H 0.5685 2.8246 2.6055
H 0.4544 2.5611 4.3816
H -1.1819 1.4307 2.7786
C 0.2118 0.3134 -0.0210
O -0.4842 -0.7143 0.7486
H 1.2877 0.2210 0.1279
H 0.0498 0.2610 -1.0976
H -0.1676 1.3008 0.2422
H -0.3081 -0.5933 1.6845
C -2.8584 -2.1662 -0.9778
O -3.7134 -2.8833 -1.8699
H -3.2552 -2.1070 0.0357
H -1.9091 -2.6933 -0.8829
H -2.7265 -1.1424 -1.3280
H -4.4773 -2.3658 -2.1351
C -2.1054 3.4305 1.2546
O -2.4546 2.2620 1.9428
H -2.6053 3.4001 0.2864
H -2.5422 4.3334 1.6813
H -1.0424 3.6207 1.1060
H -3.4134 2.2416 1.9873
C 6.0021 -1.1212 3.0478
O 4.6370 -1.1494 2.8680
H 6.2317 -2.0125 3.6318
H 6.5796 -1.0342 2.1275
H 6.3244 -0.2743 3.6536
H 4.2884 -0.3090 2.5616
C -1.4443 5.8386 -1.7526
O -0.9521 5.0741 -2.8688
H -2.3739 5.4766 -1.3135
H -0.6745 6.0105 -1.0002
H -1.6502 6.8364 -2.1400
H -0.3366 5.5972 -3.3875
C 1.8886 -2.0080 3.3608
O 2.7012 -2.9784 2.7929
H 0.9381 -2.4042 3.7182
H 2.4384 -1.5955 4.2068
H 1.7098 -1.2400 2.6082
H 3.6033 -2.6514 2.8249
C 2.6101 -0.6871 -5.0919
O 2.5030 0.6187 -5.5908
H 2.1901 -1.3947 -5.8067
H 3.6119 -0.9529 -4.7545
H 2.0734 -0.7722 -4.1470
H 1.6451 0.6003 -6.0212
C -0.5064 0.7686 -7.7936
O 0.0219 0.7224 -6.5150
H -0.5112 1.8030 -8.1373
H 0.0107 0.0587 -8.4391
H -1.5530 0.4664 -7.8322
H -0.6696 0.9824 -5.9020
C -3.2744 -0.9212 3.1387
O -3.7737 -2.0589 3.7951
H -2.1872 -0.9651 3.0742
H -3.7195 -0.8444 2.1467
H -3.4705 -0.0008 3.6887
H -3.5851 -2.8389 3.2681
C -2.5032 3.8163 -6.2156
O -1.2289 3.4760 -5.7457
H -3.0528 4.3252 -5.4237
H -2.3988 4.4625 -7.0872
H -3.0263 2.8970 -6.4790
H -1.3130 3.0491 -4.8899

=====

# 4
17
Properties=species:S:1:pos:R:3 method="wB97M-V/def2-TZVPD" de_lowest_kj_mol=35.7 total_charge=0 multiplicity=2
O -1.5251 0.9259 -1.1066
C -0.7604 0.0244 -0.9099
O -0.2636 -0.7872 -1.8690
C -0.4799 -0.5264 0.5089
C 0.8680 -0.1620 1.1185
N -1.6240 0.0310 1.3373
H -0.5278 -0.3407 -2.6874
H -0.6462 -1.6098 0.4838
H 1.6910 -0.3143 0.4215
H 0.8908 0.9119 1.3416
H 1.0387 -0.7456 2.0340
H -1.7517 1.0561 1.1838
H -1.4294 0.0293 2.3710
H -2.5198 -0.4528 0.9956
H 2.9735 0.1662 -1.9406
H 1.5720 0.9352 -1.7712
O 2.4939 0.8588 -1.5113

=====

# 5
16
Properties=species:S:1:pos:R:3 method="wB97M-V/def2-TZVPD" de_lowest_kj_mol=130.0 total_charge=0
C 1.5496 0.0811 0.4260
C 2.6157 -0.7163 -0.2888
H 2.1590 0.8995 0.8534
H 0.8773 0.6156 -0.1345
H 1.0215 -0.5405 1.1584
H 2.8295 -1.5983 0.2441
H 3.4910 -0.0724 -0.3392
H 2.2009 -0.8132 -1.3273
C -1.7887 -0.1571 -0.5581
C -2.3628 0.7531 0.4261
H -2.1015 -1.2616 -0.3593
H -2.1595 0.1460 -1.5356
H -0.6132 -0.2405 -0.5802
H -3.4075 0.4984 0.4486
H -1.8318 0.5529 1.4561
H -2.4794 1.8531 0.1103

=====

# 6
119
Properties=species:S:1:pos:R:3 method="wB97M-V/def2-TZVPD" de_lowest_kj_mol=60.4 total_charge=-2 multiplicity=2
Cd 0.8864 -0.2320 -1.0008
O -1.0171 2.6929 -5.9372
C -0.9943 3.5490 -4.9422
O -1.0691 4.7520 -5.1156
C -0.8990 2.9845 -3.5747
C -0.9609 3.7311 -2.4167
N -0.8514 2.8694 -1.3933
N -0.7189 1.6104 -1.8089
C -0.7234 1.6491 -3.1268
C -0.4224 0.3781 -3.8843
O -0.6692 0.3780 -5.1162
O 0.0568 -0.5703 -3.2277
H -0.9015 1.7113 -5.6130
H -1.0508 4.7963 -2.2930
H -0.8424 3.0470 -0.4000
C -2.1469 -2.7448 0.6482
C -2.3276 -3.0478 -0.8356
C -2.6546 -1.7742 -1.6229
C -1.1606 -3.7518 -1.5035
C -1.5048 -4.8321 -2.3107
C -0.5740 -5.5333 -3.0536
C 0.7374 -5.1018 -3.0387
C 1.1365 -4.0334 -2.2469
C 2.5648 -3.5405 -2.4047
C 3.6071 -4.6078 -2.0608
C 2.7612 -3.0114 -3.8304
C 0.1962 -3.3646 -1.4253
N 0.6641 -2.3935 -0.4994
C 1.6085 -2.8694 0.3202
C 2.5041 -2.2058 1.1608
N 2.5894 -0.9064 1.4049
C 3.6667 -0.5125 2.2003
C 4.0943 -1.2550 3.3340
C 5.3408 -0.9892 3.8864
C 6.1362 0.0414 3.4184
C 5.6190 0.8947 2.4562
C 4.3932 0.6536 1.8536
C 3.8448 1.6613 0.8671
C 4.8822 2.1459 -0.1465
C 3.2578 2.8551 1.6299
C 3.1610 -2.1889 4.0919
C 2.8975 -1.5961 5.4844
C 3.6849 -3.6204 4.2386
H -3.0727 -2.3437 1.0629
H -1.3679 -2.0035 0.7989
H -1.8802 -3.6456 1.2062
H -3.1865 -3.7237 -0.9236
H -1.8143 -1.0833 -1.5887
H -3.5272 -1.2752 -1.1986
H -2.8504 -2.0127 -2.6703
H -2.5444 -5.1402 -2.3450
H -0.8724 -6.3854 -3.6525
H 1.4713 -5.6053 -3.6576
H 2.7332 -2.6971 -1.7438
H 3.5660 -5.4510 -2.7548
H 3.4557 -4.9859 -1.0476
H 4.6077 -4.1730 -2.1115
H 2.6391 -3.8031 -4.5737
H 3.7603 -2.5829 -3.9331
H 2.0290 -2.2276 -4.0295
H 1.7408 -3.9521 0.3034
H 3.2640 -2.8631 1.5872
H 5.6941 -1.5937 4.7153
H 7.1262 0.2027 3.8286
H 6.1967 1.7605 2.1560
H 3.0319 1.1858 0.3233
H 5.6640 2.7431 0.3293
H 4.3971 2.7652 -0.9010
H 5.3493 1.3022 -0.6556
H 4.0250 3.3381 2.2416
H 2.4515 2.5340 2.2886
H 2.8593 3.5876 0.9233
H 2.2024 -2.2296 3.5716
H 3.8080 -1.6086 6.0872
H 2.1321 -2.1768 6.0056
H 2.5475 -0.5681 5.3978
H 4.6575 -3.6285 4.7352
H 3.7879 -4.1122 3.2705
H 2.9869 -4.2036 4.8434
O 2.9920 -0.4352 -1.8718
N 3.0218 0.6991 -2.3893
O 2.0763 1.4479 -2.0778
Cl 0.7772 1.4152 4.2935
Ge 0.0783 -0.2976 2.9433
Cl -2.3007 -0.1473 3.5652
Cl -0.1075 1.0705 1.0735
C -7.6291 0.2450 -0.0459
Si -6.9728 -0.3105 1.6439
C -6.6322 -2.1666 1.4878
C -8.4523 -0.0870 2.8254
C -5.5344 0.5868 2.4490
Te -3.8301 1.3050 1.3055
C -5.0086 2.5617 -0.0533
Si -5.2888 4.2559 0.6868
C -6.0491 4.1500 2.4211
C -6.4649 5.3441 -0.3378
C -3.6096 5.1236 0.8274
H -8.5068 -0.3531 -0.3009
H -6.8899 0.1034 -0.8365
H -7.9314 1.2940 -0.0473
H -7.5379 -2.7032 1.1969
H -6.2741 -2.5860 2.4300
H -5.8693 -2.3613 0.7312
H -9.3496 -0.5729 2.4352
H -8.6845 0.9711 2.9674
H -8.2433 -0.5095 3.8106
H -5.0518 -0.1024 3.1461
H -5.9067 1.4265 3.0350
H -5.9304 2.0349 -0.2857
H -4.4315 2.6287 -0.9778
H -6.9599 3.5465 2.4208
H -6.3019 5.1401 2.8063
H -5.3390 3.6887 3.1096
H -7.4583 4.8960 -0.4094
H -6.0943 5.4910 -1.3540
H -6.5757 6.3273 0.1254
H -2.8939 4.4465 1.2996
H -3.6665 6.0288 1.4343
H -3.2237 5.3994 -0.1568

=====

# 7
38
Properties=species:S:1:pos:R:3 method="wB97M-V/def2-TZVPD" de_lowest_kj_mol=938.3 total_charge=0
C 2.5245 -2.8519 -4.1243
C 1.2738 -2.0811 -3.3754
C 1.3704 -2.2627 -1.7659
C 0.2530 -1.5275 -1.2259
C 0.0840 -1.7940 0.1615
C 1.5586 -1.2116 0.8892
C 1.4936 -1.0962 2.3522
C 0.8947 0.0757 3.1226
C -0.4916 0.5361 2.7861
C -0.5920 1.5248 1.4959
C -1.8623 1.7954 1.3434
C -2.0846 2.4260 -0.0817
O -1.4320 2.6269 -1.1149
O -3.2339 3.2150 -0.1740
H -3.4458 3.5555 -1.1282
H -2.5044 1.0467 1.0734
H -2.4433 2.6524 1.8533
H -0.0933 0.9889 0.5855
H -0.0020 2.3846 1.7875
H -0.9877 -0.1887 2.7100
H -0.8745 1.1537 3.5986
H 1.8956 0.9197 2.7710
H 1.1594 0.0948 4.2782
H 0.8307 -1.8866 2.8316
H 2.2127 -1.6648 3.1482
H 1.7247 -0.1963 0.6843
H 2.2890 -1.8160 0.6001
H -0.5854 -1.3331 0.8412
H 0.2995 -2.8135 0.4125
H -0.6212 -1.8025 -1.6694
H 0.4172 -0.5548 -1.3380
H 1.2842 -3.4764 -1.6823
H 2.4198 -1.9298 -1.5405
H 0.3411 -2.5583 -3.9131
H 1.4022 -1.1283 -3.7879
H 3.5412 -2.5734 -3.6341
H 2.2695 -2.9267 -5.1846
H 2.6544 -3.8384 -3.9101

=====

# 8
10
Properties=species:S:1:pos:R:3 method="wB97M-V/def2-TZVPD" de_lowest_kj_mol=179.0 total_charge=0
S -0.6423 -1.8861 -2.2760
C -0.0274 -0.5554 -1.3302
N 0.4160 -0.7495 -0.1746
C 1.2128 0.1840 0.4672
S 1.7824 1.6467 -0.4198
H -1.6273 -1.3039 -2.7785
H 0.1550 0.3430 -2.1085
H 0.5541 0.5112 1.3327
H 2.1600 -0.2456 0.8681
H 1.7555 1.1677 -1.6426